i.
C6H12OS | ωB97M-V/def2-TZVPD

Output
Structure (SMILES): CC[C@H]1[C@H](O)[C@]1(C)S
HOMO level: -8.94 eV

Last column: natural (NBO) charge in e.
CARTESIAN COORDINATES (ANGSTROEM)
C (-2.078, -0.547, -0.731)  -0.6173
C (-1.412, 0.711, -0.161)  -0.3988
C (0.084, 0.698, -0.513)  -0.2709
C (1.201, 1.274, 0.360)  0.1148
C (0.974, -0.250, 0.271)  -0.1880
C (0.504, -1.011, 1.504)  -0.6261
H (-3.178, -0.682, -0.446)  0.2138
H (-1.962, -0.532, -1.822)  0.2036
H (-1.695, -1.517, -0.407)  0.2085
H (-1.910, 1.599, -0.647)  0.2140
H (-1.567, 0.821, 0.963)  0.2022
H (0.184, 0.703, -1.571)  0.2129
H (0.822, 1.797, 1.237)  0.1896
H (2.639, 1.277, -0.878)  0.4815
H (-0.236, -0.539, 2.132)  0.2194
H (0.082, -2.040, 1.249)  0.2170
H (1.372, -1.172, 2.143)  0.2201
H (1.641, -1.295, -1.847)  0.1317
O (2.264, 1.868, -0.185)  -0.6898
S (2.271, -1.164, -0.652)  -0.0381

ii.
C6H12OS | ωB97M-V/def2-TZVPD

Output
HOMO level: -8.41 eV

Last column: natural (NBO) charge in e.
CARTESIAN COORDINATES (ANGSTROEM)
C (1.542, -0.906, -1.623)  -0.0207
C (-0.981, -0.595, 1.684)  -0.4636
C (0.553, -0.218, -3.856)  -0.6286
C (0.115, 0.421, 3.756)  -0.5942
C (0.983, 0.148, -2.466)  -0.6258
C (-0.890, 0.509, 2.652)  -0.4659
O (-1.167, 0.953, -0.411)  -0.9317
S (-1.077, -0.416, 0.061)  1.1623
H (0.969, -1.787, -1.867)  0.0731
H (-0.813, -1.623, 1.885)  0.2279
H (-0.188, 0.528, -4.364)  0.2162
H (-0.214, -1.126, -3.748)  0.2013
H (1.250, -0.404, -4.743)  0.2273
H (1.103, 0.698, 3.429)  0.2108
H (0.170, -0.616, 4.030)  0.2101
H (-0.150, 1.148, 4.503)  0.2177
H (0.025, 0.258, -1.892)  0.3083
H (1.522, 1.037, -2.395)  0.2110
H (-0.893, 1.355, 2.002)  0.2391
H (-1.858, 0.637, 3.362)  0.2253

Relative energies, unit kJ/mol: i 0.0; ii 502.5

i.
C2H8O2 | ωB97M-V/def2-TZVPD

Output
Total charge: -1
HOMO level (alpha / beta): 1.18 / -5.80 eV
⟨S²⟩: 0.750
Spin multiplicity: 2

Last column: Mulliken spin population.
CARTESIAN COORDINATES (ANGSTROEM)
C (-0.639, 1.405, -0.411)  2.1889
O (-0.362, 0.756, 0.837)  -0.9431
C (-0.599, 0.377, -1.508)  0.2166
H (-1.540, 2.007, -0.264)  -0.5931
H (0.171, 2.146, -0.557)  -0.2480
H (-0.659, 1.281, 1.610)  0.3461
H (-0.017, -0.506, -1.270)  0.1808
H (-1.608, 0.101, -1.818)  0.0103
H (-0.027, 0.719, -2.382)  -0.3574
H (1.564, -1.783, 1.716)  -0.0704
H (1.378, -1.753, 0.265)  -0.0562
O (1.479, -2.406, 0.972)  0.3255

ii.
C2H8O2 | ωB97M-V/def2-TZVPD

Output
Total charge: -1
HOMO level (alpha / beta): 0.92 / -6.49 eV
⟨S²⟩: 0.751
Spin multiplicity: 2

Last column: Mulliken spin population.
CARTESIAN COORDINATES (ANGSTROEM)
C (-0.493, 1.182, -0.709)  0.3905
C (-0.268, 0.735, -1.937)  0.2695
H (-1.282, 0.967, -0.002)  -0.1046
H (0.345, 1.718, -0.254)  -0.0887
H (-0.853, 0.148, -2.633)  -0.1730
H (0.729, 0.812, -2.339)  -0.0424
H (-0.238, -0.301, 3.121)  -0.0917
H (-0.245, -0.709, 1.678)  -0.0582
O (-0.440, 0.083, 2.259)  0.5312
H (1.094, -1.196, -0.440)  0.0028
H (1.095, -2.023, 0.904)  -0.4330
O (0.557, -1.415, 0.352)  0.7978

Relative energies, unit kJ/mol: i 0.0; ii 46.5

i.
C9H10N2OS | ωB97M-V/def2-TZVPD

Output
HOMO level (alpha / beta): -6.41 / -8.17 eV

Last column: natural (NBO) charge in e.
CARTESIAN COORDINATES (ANGSTROEM)
C (-0.843, 1.149, -0.943)  -0.1585
C (-0.679, -0.209, 1.096)  -0.1688
C (-2.161, 0.991, -0.894)  -0.2500
C (-2.074, -0.419, 1.055)  -0.2728
C (-0.069, 0.648, 0.186)  -0.1865
C (-2.809, 0.311, 0.123)  0.1683
C (3.527, -1.332, -0.967)  -0.0478
C (2.887, -1.556, 0.415)  -0.5440
C (1.322, 0.910, 0.181)  0.1450
N (2.864, -1.139, -1.972)  -0.1993
N (-4.148, 0.339, 0.252)  -0.7907
O (1.856, 2.078, -0.439)  -0.7138
S (2.505, 0.089, 1.158)  0.1964
H (-0.276, 1.852, -1.574)  0.2420
H (-0.169, -0.666, 1.985)  0.2251
H (-2.777, 1.308, -1.746)  0.2062
H (-2.412, -1.239, 1.668)  0.2164
H (4.646, -1.639, -1.001)  0.2015
H (2.052, -2.082, 0.206)  0.2260
H (3.587, -2.072, 1.091)  0.2362
H (-4.661, 0.481, -0.675)  0.3694
H (-4.813, -0.271, 0.786)  0.4021
H (2.645, 2.467, 0.009)  0.4976

ii.
C9H10N2OS | ωB97M-V/def2-TZVPD

Output
HOMO level (alpha / beta): -7.23 / -7.78 eV

Last column: natural (NBO) charge in e.
CARTESIAN COORDINATES (ANGSTROEM)
C (-2.075, -1.183, -0.827)  -0.2257
C (-0.915, -1.051, -1.614)  -0.1993
C (-2.009, -1.567, 0.512)  -0.1867
C (0.350, -1.262, -1.089)  -0.2034
C (-0.782, -1.763, 1.053)  -0.2057
C (0.363, -1.684, 0.271)  -0.0821
C (3.309, -0.263, -0.674)  -0.1970
C (1.584, -2.125, 0.851)  -0.4276
C (0.423, 3.093, 0.483)  -0.2863
N (2.752, 0.903, -0.616)  -0.2473
N (1.715, 1.371, -0.036)  0.0534
O (1.736, 2.728, 0.163)  -0.3531
S (3.032, -1.816, 0.134)  0.4352
H (-3.015, -0.984, -1.451)  0.2170
H (-1.129, -0.691, -2.669)  0.2153
H (-2.962, -1.668, 1.156)  0.2192
H (1.150, -1.239, -1.789)  0.2267
H (-0.752, -2.015, 2.016)  0.2059
H (3.970, -0.358, -1.507)  0.2158
H (1.739, -2.777, 1.714)  0.2412
H (-0.387, 2.501, -0.050)  0.2095
H (0.475, 4.205, 0.465)  0.2050
H (0.062, 2.990, 1.594)  0.1701

Relative energies, unit kJ/mol: i 0.0; ii 187.7

i.
C2H4 | ωB97M-V/def2-TZVPD

Output
Structure (SMILES): C=C
HOMO level: -10.65 eV

Last column: natural (NBO) charge in e.
CARTESIAN COORDINATES (ANGSTROEM)
C (0.581, -0.066, -0.141)  -0.3668
C (-0.646, -0.013, 0.094)  -0.4066
H (1.365, 0.495, -0.919)  0.2037
H (1.115, -0.260, 0.779)  0.1702
H (-1.162, 0.424, -0.671)  0.1927
H (-0.928, -0.186, 1.092)  0.2068

ii.
C2H4 | ωB97M-V/def2-TZVPD

Output
Structure (SMILES): C=C
HOMO level: -10.37 eV

Last column: natural (NBO) charge in e.
CARTESIAN COORDINATES (ANGSTROEM)
C (0.415, 0.565, -0.087)  -0.3974
C (-0.416, -0.434, -0.017)  -0.3546
H (0.143, 1.388, 0.521)  0.1888
H (1.417, 0.454, -0.354)  0.1986
H (-1.349, -0.525, 0.446)  0.1890
H (-0.211, -1.448, -0.508)  0.1756

Relative energies, unit kJ/mol: i 86.2; ii 0.0

i.
C12H17N | ωB97M-V/def2-TZVPD

Output
Total charge: +1
HOMO level (alpha / beta): -12.98 / -13.45 eV
⟨S²⟩: 0.771
Spin multiplicity: 2

Last column: Mulliken spin population.
CARTESIAN COORDINATES (ANGSTROEM)
C (0.165, 3.726, 1.351)  0.0002
C (-0.793, 2.655, 1.824)  0.0024
C (-0.136, 4.307, -0.026)  0.0001
H (0.276, 4.637, 1.981)  0.0000
H (1.210, 3.328, 1.337)  -0.0001
H (-1.765, 2.727, 1.315)  0.0001
H (0.146, 3.552, -0.783)  0.0000
H (-1.179, 4.649, -0.124)  0.0000
H (-0.989, 2.764, 2.880)  0.0000
H (-0.427, 1.649, 1.574)  -0.0027
H (0.558, 5.133, -0.224)  0.0000
C (-1.517, -2.441, -2.704)  0.0038
C (0.655, -1.233, 0.079)  0.0420
C (0.165, -2.305, -0.665)  -0.0358
C (-0.571, -1.771, -1.754)  0.2509
C (-0.474, -0.368, -1.644)  0.2742
C (1.626, -2.756, 1.531)  0.1360
C (1.297, -1.421, 1.298)  0.0325
C (1.286, -3.838, 0.735)  -0.0519
C (0.470, -3.661, -0.384)  0.1728
N (0.316, -0.057, -0.588)  0.1322
H (2.079, -2.944, 2.507)  0.0053
H (1.782, -0.576, 1.768)  0.0016
H (1.588, -4.829, 1.023)  -0.0008
H (-0.014, -4.492, -0.871)  0.0049
H (0.485, 0.900, -0.315)  -0.0162
H (-0.875, 0.373, -2.330)  0.0068
H (-1.513, -1.920, -3.673)  0.0089
H (-2.508, -2.282, -2.272)  0.0324
H (-1.339, -3.503, -2.845)  0.0006

ii.
C12H17N | ωB97M-V/def2-TZVPD

Output
Total charge: +1
HOMO level (alpha / beta): -13.06 / -13.04 eV
⟨S²⟩: 0.774
Spin multiplicity: 2

Last column: Mulliken spin population.
CARTESIAN COORDINATES (ANGSTROEM)
C (1.470, 2.597, 3.229)  0.0111
C (0.703, 2.676, 0.710)  0.3700
C (0.902, 2.124, 1.949)  0.1552
C (-0.473, 0.701, 0.620)  0.1191
C (0.159, 0.855, 1.881)  0.0404
C (-1.088, -0.478, 0.278)  0.0314
C (0.226, -0.249, 2.746)  0.1085
C (-0.910, -1.541, 1.016)  0.1675
C (-0.215, -1.475, 2.284)  -0.0555
N (-0.120, 1.806, -0.105)  0.0241
H (1.435, 3.472, 0.224)  -0.0063
H (-0.464, 2.135, -0.926)  -0.0044
H (0.866, 3.421, 3.798)  0.0170
H (2.476, 3.024, 2.971)  0.0068
H (-1.422, -0.507, -0.764)  0.0052
H (0.615, -0.190, 3.700)  0.0023
H (-1.298, -2.537, 0.865)  0.0045
H (0.168, -2.357, 2.840)  -0.0003
H (1.763, 1.888, 3.981)  0.0030
C (-0.172, -2.253, -4.572)  0.0002
C (-0.759, -0.849, -4.286)  -0.0001
C (0.103, -2.945, -3.232)  -0.0016
H (-1.059, -2.756, -5.106)  0.0000
H (0.567, -2.305, -5.347)  0.0000
H (-0.830, -0.266, -5.110)  0.0000
H (-0.237, -0.326, -3.594)  -0.0001
H (-0.291, -2.322, -2.469)  0.0019
H (-0.478, -3.909, -3.149)  0.0001
H (-1.819, -1.041, -3.819)  0.0000
H (1.170, -3.049, -3.094)  -0.0002

Relative energies, unit kJ/mol: i 0.0; ii 214.4

i.
C7H10NO2 | ωB97M-V/def2-TZVPD

Output
Total charge: +1
HOMO level: -12.66 eV

Last column: natural (NBO) charge in e.
CARTESIAN COORDINATES (ANGSTROEM)
C (0.512, 2.451, -2.086)  0.0633
C (0.098, 2.259, -0.745)  -0.3566
C (1.619, -1.533, 0.648)  -0.0162
C (0.068, 1.585, -3.092)  -0.0366
C (-0.855, 1.359, -0.447)  0.3627
C (-1.168, 0.790, -2.631)  0.3657
C (-0.564, -2.028, 1.379)  -0.4466
N (0.504, -1.140, 0.976)  -0.4367
O (0.128, 0.203, -2.733)  -0.3844
O (-1.645, 0.794, -1.367)  -0.3712
H (0.993, 3.410, -2.287)  0.2586
H (0.439, 2.942, 0.138)  0.2992
H (1.956, -2.478, 0.505)  0.1518
H (2.410, -0.799, 0.479)  0.1593
H (0.189, 1.874, -4.097)  0.2477
H (-0.913, 0.891, 0.544)  0.2743
H (-1.953, 0.599, -3.392)  0.2485
H (-0.153, -3.019, 1.476)  0.1912
H (-1.297, -1.990, 0.571)  0.2032
H (-0.988, -1.718, 2.374)  0.2226

ii.
C7H10NO2 | ωB97M-V/def2-TZVPD

Output
Total charge: +1
HOMO level (alpha / beta): -13.38 / -13.38 eV

Last column: natural (NBO) charge in e.
CARTESIAN COORDINATES (ANGSTROEM)
C (2.868, 0.697, -0.936)  -0.0431
C (3.512, -0.389, -0.658)  0.6846
C (1.069, 0.361, 0.511)  0.5075
C (0.034, 0.120, 1.524)  -0.0305
C (-2.977, -0.249, -0.897)  -0.6074
C (-1.359, 0.329, 1.035)  -0.4199
C (-1.580, 0.129, -0.476)  -0.4434
N (1.033, -0.825, 0.995)  -0.4324
O (1.681, 1.155, -0.202)  -0.3645
O (4.209, -1.234, -0.160)  -0.4738
H (3.004, 1.154, -1.900)  0.3012
H (0.032, 0.465, 2.595)  0.2140
H (-2.965, -1.329, -1.209)  0.2179
H (-3.227, 0.412, -1.720)  0.2240
H (-3.616, -0.147, 0.034)  0.2170
H (-1.966, -0.332, 1.735)  0.2254
H (-1.541, 1.432, 1.399)  0.2270
H (-1.376, 1.137, -0.785)  0.2155
H (-0.917, -0.730, -0.710)  0.2095
H (4.084, -2.156, -0.174)  0.5717

Relative energies, unit kJ/mol: i 0.0; ii 314.6